1.
This record from OMol25 describes a structure of composition C14H26IOP2RuS in a non-equilibrium geometry. The level of theory is ωB97M-V/def2-TZVPD.

Output
* HOMO (alpha / beta): -17.98 / -18.71 eV
* ⟨S²⟩: 6.04
* energy: -57051.5243 eV
* energy relative to the best compared isomer or geometry (same formula, charge and spin): 141.3 kJ/mol

Geometry as ORCA input:
```
! RIJCOSX wB97M-V def2-TZVPD def2/J DEFGRID3
* xyz 3 5
C 0.17 3.08 -2.00
I -0.33 -0.24 -3.21
H 0.17 2.87 -3.09
H 1.08 3.59 -1.70
H -0.70 3.62 -1.79
Ru -0.02 1.37 -0.92
P 2.25 0.74 -0.59
C 3.00 2.10 0.39
C 3.03 -0.74 0.20
H 4.07 -0.76 -0.14
H 4.14 0.71 -2.06
H 2.55 -1.67 -0.12
H 2.70 -0.14 -2.76
H 2.77 1.94 1.47
H 3.00 -0.69 1.29
C 3.05 0.74 -2.22
H 4.09 2.08 0.23
H 2.76 1.64 -2.75
H 2.58 3.08 0.08
P -2.34 0.65 -0.20
C -3.02 1.95 0.90
C -3.37 0.61 -1.71
H -2.46 -1.77 0.28
H -4.01 -0.92 0.51
H -2.73 -0.81 1.75
C -2.92 -0.87 0.68
H -3.03 -0.22 -2.34
H -4.42 0.48 -1.40
H -4.12 1.81 0.93
H -2.77 2.96 0.51
H -3.22 1.56 -2.24
H -2.59 1.82 1.92
C -0.08 2.70 0.36
O -0.11 3.56 1.15
S 0.05 -0.02 1.34
C 0.09 -1.72 1.51
C 0.07 -2.49 0.33
C 0.04 -3.88 0.39
C 0.04 -4.52 1.63
C 0.08 -3.77 2.80
C 0.12 -2.39 2.76
H 0.06 -1.96 -0.65
H 0.00 -4.43 -0.56
H 0.01 -5.61 1.62
H 0.07 -4.27 3.76
H 0.16 -1.79 3.65
*
```



2.
This record from OMol25 describes a structure of composition C14H27Cl2N2O2P2V in a non-equilibrium geometry. The level of theory is ωB97M-V/def2-TZVPD.

Output
* HOMO (alpha / beta): -17.76 / -17.76 eV
* ⟨S²⟩: 0.93
* energy: -91315.1262 eV
* energy relative to the best compared isomer or geometry (same formula, charge and spin): 0.0 kJ/mol

Geometry as ORCA input:
```
! RIJCOSX wB97M-V def2-TZVPD def2/J DEFGRID3
* xyz 3 2
C 0.99 0.02 -5.91
C 1.35 0.21 -4.50
H 1.96 0.00 -6.46
H 0.38 0.86 -6.28
H 0.43 -0.92 -6.08
O 2.30 0.65 -3.94
Cl -0.19 -0.31 -3.11
V -0.50 -0.01 -0.77
P -0.04 2.45 -0.80
C 1.03 3.57 0.16
C 0.12 3.01 -2.53
H 0.05 4.09 -2.62
H -1.84 4.05 -0.34
H -0.67 2.54 -3.12
H -2.47 2.41 -0.71
H 2.07 3.40 -0.09
H 1.08 2.68 -2.91
C -1.69 2.98 -0.20
H 0.80 4.62 -0.02
H -1.75 2.75 0.87
H 0.89 3.37 1.23
P 0.14 -2.38 -0.46
C 1.34 -3.14 0.69
C -1.39 -3.07 0.24
H -0.28 -2.75 -2.80
H 0.27 -4.25 -2.02
H 1.42 -2.94 -2.41
C 0.41 -3.17 -2.07
H -2.25 -2.69 -0.32
H -1.36 -4.16 0.22
H 1.23 -4.22 0.71
H 1.15 -2.75 1.69
H -1.49 -2.72 1.28
H 2.36 -2.88 0.40
Cl -2.74 -0.20 -0.91
N -1.51 -0.53 5.79
C -1.72 -0.67 4.45
O -2.73 -1.21 4.03
C -0.67 -0.14 3.54
C 0.60 0.22 4.01
C 1.62 0.51 3.11
C 1.36 0.38 1.75
N 0.11 0.14 1.28
C -0.91 -0.08 2.15
H -2.21 -0.84 6.44
H -0.66 -0.22 6.18
H 0.79 0.27 5.07
H 2.61 0.81 3.44
H 2.12 0.49 0.98
H -1.90 -0.22 1.69
*
```



3.
This record from OMol25 describes a cluster of 3 separate species, C14H27ClN4O5P in total. The level of theory is ωB97M-V/def2-TZVPD.

Output
* HOMO: -11.53 eV
* energy: -52959.6027 eV
* energy relative to the best compared isomer or geometry (same formula, charge and spin): 0.0 kJ/mol

Geometry as ORCA input:
```
! RIJCOSX wB97M-V def2-TZVPD def2/J DEFGRID3
* xyz 1 1
O -0.64 2.37 0.96
C -1.40 2.31 0.04
O -2.59 1.63 0.12
C -1.12 2.95 -1.30
C -0.11 2.05 -2.04
C 1.27 2.17 -1.37
N 2.32 1.48 -2.12
C 2.58 0.20 -1.96
N 3.55 -0.48 -2.61
C 3.48 -1.70 -2.14
N 2.51 -1.87 -1.23
P 1.94 -3.26 -0.29
O 3.23 -3.27 0.69
Cl 2.43 -4.67 -1.66
N 1.93 -0.62 -1.11
H -2.55 0.79 -0.37
H -2.05 3.02 -1.87
H -0.69 3.94 -1.17
H 0.00 2.35 -3.08
H -0.45 1.01 -1.99
H 1.56 3.22 -1.28
H 1.27 1.76 -0.36
H 2.90 1.97 -2.77
H 4.12 -2.51 -2.45
H 3.12 -3.92 1.40
H 1.16 -0.45 -0.49
C -5.31 -2.88 -0.88
C -4.46 -3.04 -2.14
C -3.90 -1.64 -2.31
O -3.77 -1.09 -0.99
C -4.46 -1.92 -0.05
H -5.52 -3.81 -0.36
H -6.27 -2.41 -1.13
H -3.66 -3.76 -1.95
H -5.02 -3.38 -3.00
H -4.57 -1.01 -2.89
H -2.92 -1.63 -2.80
H -3.73 -2.46 0.55
H -5.05 -1.28 0.61
C 2.03 2.54 3.70
C 1.40 1.19 3.38
C 2.63 0.33 3.13
O 3.67 0.85 3.94
C 3.28 2.12 4.48
H 1.39 3.21 4.27
H 2.32 3.05 2.77
H 0.85 0.82 4.25
H 0.72 1.22 2.53
H 2.95 0.40 2.07
H 2.48 -0.72 3.37
H 3.06 2.01 5.54
H 4.11 2.82 4.37
*
```



4.
This record from OMol25 describes a structure of composition C14H27GeNPtSe2 in a non-equilibrium geometry. The level of theory is ωB97M-V/def2-TZVPD.

Output
* HOMO (alpha / beta): -14.99 / -14.90 eV
* energy: -206882.8685 eV

Geometry as ORCA input:
```
! RIJCOSX wB97M-V def2-TZVPD def2/J DEFGRID3
* xyz 2 1
Pt 0.20 -0.79 0.34
C 4.00 -0.98 0.26
Se 2.48 -2.08 -0.24
C 2.48 -3.26 1.35
C 2.08 -2.59 2.65
Se 0.18 -2.04 2.71
C 0.22 -0.89 4.27
H 4.90 -1.60 0.22
H 3.87 -0.58 1.27
H 4.10 -0.17 -0.45
H 3.50 -3.64 1.44
H 1.82 -4.10 1.11
H 2.69 -1.71 2.86
H 2.22 -3.31 3.47
H 0.37 -1.51 5.15
H -0.76 -0.41 4.35
H 1.00 -0.14 4.21
C -1.92 -2.89 -3.22
Ge -2.53 -1.34 -2.09
C -4.51 -1.33 -1.79
C -2.06 0.34 -3.08
C -1.65 -1.47 -0.38
H -2.33 -2.76 -4.21
H -2.28 -3.82 -2.79
H -0.83 -2.91 -3.28
H -4.99 -1.30 -2.76
H -4.80 -0.44 -1.23
H -4.83 -2.22 -1.26
H -2.78 0.47 -3.88
H -1.07 0.26 -3.51
H -2.11 1.19 -2.41
H -2.11 -2.14 0.34
C 0.14 5.56 -0.15
C 0.35 4.10 0.01
C 0.22 3.46 1.24
C 0.34 2.08 1.32
N 0.64 1.34 0.25
C 0.80 1.93 -0.93
C 0.67 3.30 -1.09
H 0.02 6.06 0.81
H -0.76 5.73 -0.74
H 0.96 6.02 -0.70
H 0.00 4.02 2.14
H 0.22 1.56 2.26
H 1.05 1.29 -1.77
H 0.80 3.73 -2.07
*
```



5.
This record from OMol25 describes a structure of composition C14H28AgBBr14F4. The level of theory is ωB97M-V/def2-TZVPD.

Output
* HOMO: -9.36 eV
* energy: -1011120.1077 eV
* energy relative to the best compared isomer or geometry (same formula, charge and spin): 0.0 kJ/mol

Geometry as ORCA input:
```
! RIJCOSX wB97M-V def2-TZVPD def2/J DEFGRID3
* xyz 0 1
Ag 9.81 -21.97 -17.51
B 11.86 -20.32 -17.82
F 12.95 -19.52 -18.04
F 11.33 -20.80 -19.05
F 12.22 -21.40 -17.00
F 10.86 -19.62 -17.12
Br 15.99 -22.96 -16.37
C 14.30 -23.91 -16.51
C 14.51 -25.34 -16.16
Br 12.79 -26.24 -16.36
H 13.98 -23.82 -17.54
H 13.62 -23.42 -15.83
H 14.84 -25.52 -15.15
H 15.22 -25.82 -16.83
Br 15.45 -22.45 -20.77
C 15.44 -21.02 -19.45
C 14.76 -19.77 -19.96
Br 15.72 -18.99 -21.41
H 16.48 -20.82 -19.24
H 14.93 -21.39 -18.57
H 14.67 -19.03 -19.16
H 13.75 -19.97 -20.32
Br 11.02 -16.55 -13.81
C 12.19 -17.98 -14.28
C 13.54 -17.88 -13.64
Br 14.53 -16.32 -14.18
H 12.30 -17.99 -15.35
H 11.71 -18.91 -13.96
H 14.12 -18.77 -13.90
H 13.49 -17.86 -12.55
Br 10.42 -23.26 -15.15
C 11.09 -23.57 -13.37
C 11.71 -22.37 -12.78
Br 13.32 -21.80 -13.65
H 11.75 -24.42 -13.46
H 10.23 -23.85 -12.78
H 11.98 -22.60 -11.75
H 11.01 -21.54 -12.77
Br 9.83 -24.46 -22.11
C 11.37 -23.43 -21.50
C 12.10 -24.08 -20.38
Br 11.09 -24.15 -18.72
H 10.99 -22.46 -21.21
H 12.03 -23.34 -22.35
H 12.98 -23.50 -20.12
H 12.38 -25.10 -20.57
Br 7.83 -20.16 -16.54
C 7.88 -18.52 -15.54
C 7.50 -18.73 -14.11
Br 8.64 -19.92 -13.17
H 7.18 -17.84 -16.03
H 8.88 -18.11 -15.63
H 6.48 -19.09 -13.99
H 7.58 -17.77 -13.58
Br 12.65 -14.22 -17.32
C 12.63 -16.13 -17.58
C 12.34 -16.53 -19.00
Br 13.70 -15.95 -20.20
H 11.91 -16.54 -16.89
H 13.63 -16.44 -17.30
H 11.40 -16.19 -19.39
H 12.34 -17.62 -19.05
*
```